DFT (ωB97M-V/def2-TZVPD) results for a 2-piece molecular cluster, H2N2O2S overall at a distorted geometry.

The electronic energy is -659.172068 hartree. The value obtained for the frontier orbital gap (alpha / beta) is 10.2 / 7.9 eV. Its HOMO energy (alpha / beta) is -10.818 / -9.919 eV. The value obtained for the energy above the lowest of the compared OMol25 structures with the same formula, charge and spin is 3.588 eV.

Each line ends with the Mulliken charge.
Atoms and positions in Å:
1 H 1.39261 -1.11804 -0.84959  0.219
2 O 1.91062 0.35004 0.38034  -0.298
3 N -1.00306 -0.56447 0.88979  -0.207
4 O -3.17938 0.26408 -0.07001  -0.444
5 N 1.08581 -0.17478 -0.59323  -0.227
6 H 1.57011 1.27709 0.56683  0.366
7 S -1.77671 -0.03392 -0.32414  0.589